A 10-piece molecular cluster, C28H78N2O14 overall in a non-equilibrium geometry, computed with ωB97M-V with the def2-TZVPD basis set.

```
! RIJCOSX wB97M-V def2-TZVPD def2/J DEFGRID3
* xyz 0 1
C -0.812 -4.337 3.585
O 0.370 -4.057 2.847
C 0.133 -3.439 1.607
C 1.406 -3.607 0.810
N 1.204 -3.042 -0.529
C 2.272 -3.372 -1.438
C 1.893 -2.910 -2.793
O 2.698 -2.926 -3.743
C 3.146 -4.168 -4.135
H -1.523 -4.828 3.000
H -1.312 -3.425 3.802
H -0.586 -4.830 4.474
H -0.174 -2.368 1.644
H -0.616 -4.049 1.033
H 1.657 -4.629 0.646
H 2.213 -3.202 1.381
H 1.236 -2.047 -0.400
H 2.287 -4.463 -1.394
H 3.307 -3.062 -1.166
H 1.673 -1.827 -2.681
H 0.862 -3.239 -3.097
H 2.434 -4.936 -4.363
H 3.829 -4.561 -3.415
H 3.607 -4.009 -5.063
C 6.132 2.828 0.219
O 4.855 3.311 -0.074
C 4.603 3.631 -1.421
C 3.064 3.828 -1.634
N 2.751 4.132 -3.035
C 1.354 4.279 -3.202
C 0.893 2.873 -3.293
O 1.576 2.061 -3.971
C 1.225 0.697 -3.763
H 6.336 1.834 -0.237
H 6.223 2.609 1.261
H 6.910 3.626 0.076
H 4.947 2.833 -2.004
H 5.173 4.591 -1.598
H 2.733 4.617 -1.011
H 2.593 2.940 -1.262
H 2.850 3.263 -3.587
H 1.267 4.658 -4.229
H 0.760 4.984 -2.549
H -0.142 2.899 -3.692
H 0.720 2.527 -2.276
H 0.146 0.549 -3.795
H 1.616 0.265 -2.829
H 1.590 0.152 -4.644
O -1.914 1.269 0.280
C -1.052 0.283 -0.228
C -1.648 -0.450 -1.320
O -0.705 -1.246 -1.840
H -1.927 1.205 1.274
H -0.188 0.789 -0.620
H -0.786 -0.354 0.591
H -1.926 0.237 -2.053
H -2.524 -1.086 -1.108
H -0.694 -2.044 -1.304
O 1.712 -0.485 0.535
C 2.628 -0.029 -0.376
C 3.910 0.178 0.304
O 4.224 -0.930 1.104
H 2.266 -0.911 1.204
H 2.738 -0.713 -1.172
H 2.175 0.865 -0.889
H 3.969 1.096 0.821
H 4.649 0.257 -0.499
H 5.007 -0.701 1.661
C -0.840 -0.492 4.011
C -1.179 0.874 4.225
O -1.943 1.375 3.138
H -0.101 -0.548 3.214
H -1.678 -1.091 3.580
H -0.384 -1.082 4.830
H -0.314 1.520 4.361
H -1.716 0.943 5.195
H -1.905 2.329 3.271
C -4.826 2.308 1.188
C -5.303 1.692 2.367
O -5.938 2.669 3.200
H -5.524 2.915 0.560
H -4.228 1.752 0.493
H -4.158 3.072 1.537
H -4.522 1.172 2.927
H -6.009 0.904 2.156
H -6.148 2.281 4.028
C -2.413 4.984 -0.019
C -2.599 4.110 -1.128
O -1.396 3.421 -1.290
H -1.535 5.568 -0.042
H -2.374 4.362 0.848
H -3.244 5.626 0.135
H -2.819 4.603 -2.064
H -3.445 3.452 -0.938
H -1.418 2.566 -0.859
C 1.675 2.932 1.677
C 0.533 3.698 1.203
O 0.517 4.879 1.976
H 1.760 2.074 1.053
H 1.513 2.553 2.692
H 2.563 3.548 1.517
H -0.356 3.167 1.376
H 0.568 3.823 0.134
H 1.268 5.455 1.786
C -3.829 -1.315 1.270
C -3.265 -2.650 1.037
O -4.379 -3.525 0.801
H -4.318 -0.881 0.395
H -3.015 -0.683 1.557
H -4.701 -1.247 1.966
H -2.756 -2.840 2.002
H -2.453 -2.643 0.320
H -4.039 -4.381 0.524
C -2.025 -5.272 -1.411
C -2.413 -6.363 -0.569
O -2.855 -5.918 0.707
H -1.133 -4.680 -1.015
H -2.776 -4.545 -1.675
H -1.598 -5.717 -2.335
H -1.597 -7.029 -0.478
H -3.147 -6.901 -1.142
H -3.041 -6.711 1.267
*
```

## Properties
Max |F| = 9.744 eV Å⁻¹
LUMO level = 0.28 eV
HOMO level = -8.4 eV
Electronic energy = -61936.3541 eV

Atomic partial charges in e from the Mulliken method, atoms 1 to 99: C -0.676; O -0.552; C 2.459; C -1.969; N 1.171; C -1.045; C 0.897; O -0.333; C -0.913; H 0.193; H 0.158; H 0.394; H -0.732; H -0.527; H 0.521; H 0.352; H -0.764; H 0.697; H 0.154; H -0.798; H 0.253; H 0.340; H 0.342; H 0.338; C -0.876; O -0.131; C -0.935; C 1.268; N -0.514; C -0.836; C 0.455; O -0.498; C -0.635; H 0.345; H 0.290; H 0.286; H 0.394; H 0.288; H 0.321; H -1.013; H 0.441; H 0.359; H 0.222; H 0.518; H -0.390; H 0.311; H 0.105; H 0.331; O 0.181; C 2.890; C -1.200; O -0.329; H -0.702; H -1.271; H 0.288; H 0.468; H 0.111; H -0.117; O -0.068; C 1.021; C -0.193; O -0.568; H 0.192; H 0.027; H -1.561; H 0.334; H 0.218; H 0.367; C -0.313; C -0.431; O -0.239; H -0.158; H -0.012; H 0.434; H 0.361; H 0.221; H 0.136; C -0.650; C -0.127; O -0.570; H 0.379; H 0.025; H 0.218; H 0.043; H 0.367; H 0.308; C -0.991; C -0.061; O -0.281; H 0.298; H 0.029; H 0.454; H 0.408; H 0.040; H -0.202; C -0.255; C 1.233; O -0.650; H -0.349